{
  "formula": "CH4OS",
  "method": "the ωB97M-V functional and the def2-TZVPD basis",
  "fmax_ev_per_a": 5.0,
  "gap_ev": [7.46, 7.52],
  "total_charge": 0,
  "relative_energy_kcal_mol": 69.78,
  "homo_ha": [-0.296, -0.297],
  "species": ["C", "O", "S", "H", "H", "H", "H"],
  "coordinates": [[-0.81133, 0.70369, 0.34889], [0.42745, -0.20190, -1.04542], [1.00790, -1.58958, -0.81273], [-1.79408, 0.41298, 0.38164], [-0.57275, 1.63821, -0.00193], [-0.40238, 0.37293, 1.26295], [2.14519, -1.33633, -0.13342]],
  "atomic_forces_ev_per_a": [[2.78, -2.21, -0.90], [-2.98, 3.72, 1.34], [0.66, -2.52, 0.48], [-2.38, -0.89, -1.12], [0.51, 1.95, -0.69], [1.24, -0.16, 0.74], [0.17, 0.10, 0.14]]
}

{
  "formula": "CH4OS3",
  "method": "the ωB97M-V functional and the def2-TZVPD basis",
  "fmax_ev_per_a": 3.6,
  "gap_ev": [7.57, 7.57],
  "smiles": "CSSSO",
  "total_charge": 0,
  "relative_energy_kcal_mol": 25.21,
  "homo_ha": [-0.319, -0.319],
  "species": ["C", "S", "S", "S", "O", "H", "H", "H", "H"],
  "coordinates": [[-1.19776, -0.37294, 1.27480], [-1.81820, 0.13677, -0.39391], [-0.37131, -0.41483, -1.70670], [1.25029, 1.51542, -1.65203], [2.44956, 0.71288, -0.82134], [-1.35273, -1.50141, 1.56419], [-1.56451, 0.43458, 1.84360], [-0.09377, -0.41069, 1.21772], [2.69843, -0.09977, -1.32633]],
  "atomic_forces_ev_per_a": [[1.48, -2.91, -1.59], [0.56, -0.85, 0.01], [0.98, 2.44, 0.48], [-1.21, -2.69, 0.05], [-0.09, -0.59, -0.48], [-0.81, 2.40, -0.37], [-0.35, 0.28, 1.48], [-0.45, 0.85, 0.05], [-0.12, 1.09, 0.38]]
}

{
  "formula": "CH4P2",
  "method": "the ωB97M-V functional and the def2-TZVPD basis",
  "fmax_ev_per_a": 3.9,
  "gap_ev": [6.15, 6.08],
  "total_charge": 0,
  "relative_energy_kcal_mol": 102.27,
  "homo_ha": [-0.282, -0.281],
  "species": ["C", "P", "P", "H", "H", "H", "H"],
  "coordinates": [[0.42808, 0.26646, 0.66167], [0.01897, -1.88171, -2.97346], [-0.13898, -0.47778, -0.82925], [0.74666, -0.33043, 1.42148], [1.05561, 1.09375, 0.53337], [-1.28110, -1.41846, -0.32680], [-0.54433, 0.67998, -1.60695]],
  "atomic_forces_ev_per_a": [[-1.56, -0.45, -3.54], [0.27, 0.79, 1.39], [-1.59, -0.48, 0.78], [0.62, -1.93, 2.13], [0.83, 1.36, -0.40], [1.52, 1.62, -0.94], [-0.10, -0.91, 0.59]]
}

{
  "formula": "CH4P2S",
  "method": "the ωB97M-V functional and the def2-TZVPD basis",
  "fmax_ev_per_a": 4.8,
  "gap_ev": 8.11,
  "smiles": "[PH2]#C[PH2]=S",
  "total_charge": 0,
  "relative_energy_kcal_mol": 99.43,
  "homo_ha": -0.321,
  "species": ["P", "C", "P", "S", "H", "H", "H", "H"],
  "coordinates": [[0.97478, 1.30489, -0.26854], [0.60538, 0.07627, 0.79218], [-0.55429, -1.22262, 0.14940], [-1.24485, -1.45740, -1.66329], [1.46049, 2.29132, 0.60285], [0.80292, 1.64800, -1.54728], [-1.50775, -0.45550, 0.91685], [-0.53669, -2.18496, 1.01783]],
  "atomic_forces_ev_per_a": [[0.54, -1.11, 3.78], [-0.51, -0.91, -1.77], [-1.08, 4.58, -0.93], [0.66, -0.31, 0.15], [0.10, 0.37, -0.95], [-0.45, 0.40, -1.67], [0.10, -0.37, -0.23], [0.64, -2.65, 1.63]]
}

{
  "formula": "CH4S3",
  "method": "the ωB97M-V functional and the def2-TZVPD basis",
  "fmax_ev_per_a": 3.7,
  "gap_ev": 9.73,
  "smiles": "SC(S)S",
  "total_charge": 0,
  "relative_energy_kcal_mol": 21.55,
  "homo_ha": -0.335,
  "species": ["S", "C", "S", "S", "H", "H", "H", "H"],
  "coordinates": [[1.77682, -0.20661, 0.15733], [0.04380, 0.18414, 0.14791], [-0.99054, -0.22845, 1.46028], [-0.70591, -0.44347, -1.48354], [2.12780, 0.70246, -0.82112], [-0.07619, 1.23021, -0.12389], [-0.16822, -1.06966, 1.95649], [-2.00757, -0.16862, -1.29346]],
  "atomic_forces_ev_per_a": [[0.56, 0.33, -0.26], [-0.85, 1.26, -3.40], [-1.37, 0.82, 1.01], [0.52, -0.64, -0.31], [-0.31, -0.65, 0.70], [0.29, 0.21, 0.92], [1.01, -1.47, 1.00], [0.15, 0.14, 0.33]]
}

{
  "formula": "CH4S3",
  "method": "the ωB97M-V functional and the def2-TZVPD basis",
  "fmax_ev_per_a": 5.1,
  "gap_ev": [7.51, 5.87],
  "total_charge": 0,
  "relative_energy_kcal_mol": 52.12,
  "homo_ha": [-0.332, -0.315],
  "species": ["C", "S", "S", "S", "H", "H", "H", "H"],
  "coordinates": [[-0.01377, -0.60186, 0.47272], [-1.64400, 0.34266, -2.33702], [1.68632, 0.11311, 0.72423], [1.57475, 0.97384, 2.44436], [-0.50814, 0.21510, 0.20878], [-0.39447, -1.01625, 1.39616], [0.10052, -1.40576, -0.31672], [-0.80120, 1.37916, -2.59251]],
  "atomic_forces_ev_per_a": [[3.46, -3.72, 0.32], [0.23, 0.35, -0.16], [-0.47, -0.75, -0.21], [0.07, 0.32, 0.46], [-2.71, 3.13, -1.46], [0.10, -0.08, 0.17], [-0.40, 1.10, 0.78], [-0.26, -0.34, 0.10]]
}

{
  "formula": "CH4Se",
  "method": "the ωB97M-V functional and the def2-TZVPD basis",
  "fmax_ev_per_a": 1.6,
  "gap_ev": 8.40,
  "total_charge": 0,
  "relative_energy_kcal_mol": 88.20,
  "homo_ha": -0.324,
  "species": ["C", "Se", "H", "H", "H", "H"],
  "coordinates": [[-0.53349, -0.20078, 0.44978], [0.55284, -0.11342, 1.83666], [-0.07567, 0.40712, -2.49716], [-0.15558, 0.42413, -1.70690], [-1.49515, 0.23539, 0.74637], [1.70705, -0.75244, 1.17124]],
  "atomic_forces_ev_per_a": [[-0.33, -0.25, -0.51], [0.25, 0.05, 0.39], [-0.12, 0.17, 1.35], [0.17, -0.13, -1.62], [-0.02, 0.13, 0.29], [0.05, 0.03, 0.10]]
}

{
  "formula": "CH50B3FO28S",
  "method": "the ωB97M-V functional and the def2-TZVPD basis",
  "fmax_ev_per_a": 4.0,
  "gap_ev": 9.66,
  "total_charge": 0,
  "homo_ha": -0.392,
  "species": ["C", "S", "O", "O", "B", "O", "B", "O", "B", "F", "O", "H", "H", "H", "H", "O", "H", "H", "O", "H", "H", "O", "H", "H", "O", "H", "H", "O", "H", "H", "O", "H", "H", "O", "H", "H", "O", "H", "H", "O", "H", "H", "O", "H", "H", "O", "H", "H", "O", "H", "H", "O", "H", "H", "O", "H", "H", "O", "H", "H", "O", "H", "H", "O", "H", "H", "O", "H", "H", "O", "H", "H", "O", "H", "H", "O", "H", "H", "O", "H", "H", "O", "H", "H"],
  "coordinates": [[-2.97723, -1.90036, -2.05456], [-1.17780, -2.01167, -1.56953], [-0.37555, -1.97422, -2.83316], [-0.90232, -3.25202, -0.75336], [-0.89398, -0.51159, -0.43847], [0.31168, 0.24753, -0.40855], [0.18427, 1.27264, 0.61195], [-0.37100, 0.96511, 1.91999], [-1.60041, 0.29120, 1.67496], [-2.44557, -0.00645, 2.76581], [-2.03135, -0.15558, 0.38689], [-3.58933, -1.55371, -1.15347], [-3.09674, -1.15428, -2.89395], [-3.38582, -2.92374, -2.31748], [0.50001, 2.40137, 0.42608], [-3.17329, 3.34234, 1.85116], [-3.16944, 3.87867, 2.65429], [-3.27178, 2.43979, 2.17618], [3.38915, 1.42456, 0.67176], [4.31241, 1.58041, 0.90589], [3.43265, 1.09864, -0.23570], [6.01599, 0.23334, 0.44844], [6.84945, 0.02416, 0.01038], [5.57857, -0.62572, 0.54581], [1.51179, -5.28791, -0.91691], [1.70116, -5.21571, -1.86236], [0.63222, -4.90016, -0.82498], [-2.45605, -4.23368, -3.75253], [-1.52922, -4.07926, -3.51765], [-2.41633, -4.56096, -4.65970], [6.20260, -1.86017, 2.49882], [7.16078, -1.83985, 2.59990], [5.91668, -0.99343, 2.81098], [3.39836, -6.61571, -2.81455], [4.22610, -6.14211, -2.95531], [3.18032, -6.43560, -1.89195], [-0.66431, -3.91773, 2.42620], [-0.47704, -3.84515, 1.48069], [-1.54077, -3.52882, 2.52277], [-4.52360, 0.78902, -0.77120], [-3.56401, 0.81102, -0.67095], [-4.81192, 1.65507, -0.45736], [2.22879, -2.96094, 1.64716], [2.19613, -3.75933, 1.10245], [1.75472, -3.20731, 2.45136], [-2.42566, 6.05193, 0.53848], [-2.42005, 6.58675, 1.34336], [-2.51786, 5.14505, 0.86083], [2.84139, -7.73184, 0.70974], [2.18096, -8.22320, 1.21008], [2.33243, -7.30096, 0.01083], [-5.59561, 6.29581, 0.69730], [-4.63662, 6.32894, 0.79464], [-5.89072, 7.15635, 1.01358], [5.95426, 1.93145, -2.04341], [5.57587, 1.35870, -2.72672], [5.79582, 1.44668, -1.22102], [3.78983, 0.63291, -2.80044], [3.13466, 0.13590, -2.29239], [3.27303, 1.05818, -3.49787], [1.75494, 3.32437, -1.46585], [2.48956, 2.76426, -1.19438], [2.17781, 4.03161, -1.96402], [3.83407, -1.72965, -0.73966], [3.81012, -2.52471, -1.28354], [3.36032, -1.97872, 0.06371], [-2.68246, -6.53176, -2.00887], [-2.44493, -6.26231, -1.11477], [-2.42600, -5.77618, -2.55967], [1.02216, 3.32363, 3.55162], [0.65069, 2.75397, 2.86779], [0.86600, 2.83846, 4.36924], [-6.49826, 4.26239, 3.19738], [-6.20064, 4.75067, 2.41946], [-6.50971, 3.34122, 2.90512], [3.86978, 3.57142, -3.18097], [4.60798, 3.00421, -2.90376], [4.29177, 4.28070, -3.67895], [-4.13169, 8.36580, 1.46699], [-3.81204, 8.14150, 0.58235], [-3.90803, 9.29879, 1.56665], [-7.09194, 1.31087, 3.14085], [-7.10289, 0.52108, 2.58853], [-7.55732, 1.04403, 3.94154]],
  "atomic_forces_ev_per_a": [[-0.80, 0.13, 1.13], [0.68, -2.67, -2.35], [-1.45, 0.43, 2.35], [-0.89, 2.27, -0.73], [0.75, 2.17, 1.02], [-3.39, -0.59, 1.55], [0.81, -0.29, 0.64], [-2.10, -1.31, -3.10], [-0.43, -0.34, 2.24], [1.82, 0.89, -2.59], [2.89, -0.39, 0.42], [1.04, -0.28, -1.10], [0.39, -0.94, 0.90], [0.99, 1.24, 0.10], [0.13, -0.35, -0.19], [0.15, -0.06, 0.04], [-0.12, -0.09, 0.01], [-0.16, 0.12, 0.08], [-0.30, 0.06, -0.17], [-0.03, -0.08, -0.03], [0.20, -0.15, 0.12], [0.13, 0.10, -0.20], [0.00, 0.01, 0.13], [-0.04, 0.01, -0.11], [0.09, 0.05, -0.10], [-0.10, 0.03, 0.01], [-0.06, 0.08, 0.01], [0.43, -0.32, -0.21], [-0.03, 0.25, -0.15], [-0.10, 0.00, 0.06], [0.04, 0.04, 0.06], [-0.07, -0.04, -0.01], [0.00, -0.06, -0.01], [-0.07, 0.35, 0.11], [-0.02, -0.12, -0.04], [0.21, -0.26, 0.00], [0.03, 0.11, -0.15], [-0.10, 0.06, 0.02], [0.05, -0.08, 0.05], [0.13, 0.17, 0.07], [-0.24, 0.00, 0.04], [-0.07, -0.04, -0.10], [-0.07, -0.17, -0.27], [0.04, -0.02, 0.06], [-0.01, 0.11, -0.03], [-0.31, 0.11, 0.33], [0.16, -0.01, -0.04], [0.07, -0.10, -0.20], [-0.14, 0.02, -0.10], [0.09, 0.01, -0.02], [-0.06, 0.06, 0.18], [-0.27, -0.38, -0.01], [-0.06, -0.21, -0.09], [0.08, -0.08, 0.07], [0.44, 0.18, -0.29], [0.10, -0.17, 0.43], [-0.12, 0.00, -0.03], [-0.75, -0.24, -0.20], [0.24, -0.28, -0.04], [0.04, 0.15, 0.11], [-0.46, -0.04, 0.25], [0.06, 0.22, 0.02], [0.14, -0.25, -0.09], [-0.04, 0.04, -0.07], [0.05, 0.09, 0.00], [-0.13, 0.02, 0.25], [0.22, 0.13, 0.16], [-0.05, -0.10, -0.04], [-0.32, -0.10, -0.02], [-0.13, -0.09, 0.04], [0.07, 0.08, 0.09], [0.04, 0.05, -0.05], [0.24, -0.11, -0.18], [-0.06, 0.21, -0.07], [-0.16, -0.02, 0.17], [0.26, 0.19, -0.53], [0.01, 0.17, 0.46], [-0.06, -0.04, 0.03], [0.38, 0.46, -0.10], [-0.04, 0.08, 0.00], [-0.03, -0.07, 0.10], [0.00, -0.26, -0.01], [0.04, 0.11, -0.04], [0.04, 0.17, -0.01]]
}

{
  "formula": "CH5BS2",
  "method": "the ωB97M-V functional and the def2-TZVPD basis",
  "fmax_ev_per_a": 3.8,
  "gap_ev": 8.73,
  "total_charge": 0,
  "relative_energy_kcal_mol": 86.36,
  "homo_ha": -0.320,
  "species": ["B", "C", "S", "S", "H", "H", "H", "H", "H"],
  "coordinates": [[-0.19434, 0.68243, -0.31806], [0.35800, -1.50843, 0.86238], [0.76921, 1.13351, -1.71446], [-1.51669, 1.67892, 0.37272], [-0.68471, -2.08078, 1.03473], [0.93273, -1.05976, 1.67342], [1.07627, -2.02684, 0.30651], [-0.19705, 1.86771, -2.27704], [-1.59154, 2.66214, -0.54132]],
  "atomic_forces_ev_per_a": [[0.04, -2.14, 1.70], [-3.03, 2.28, -0.03], [0.44, -0.49, -0.61], [-0.11, -0.70, 0.28], [2.74, 1.66, -0.19], [-0.91, -0.13, 0.44], [0.55, -0.81, -1.48], [0.05, 0.36, -0.05], [0.23, -0.03, -0.06]]
}

{
  "formula": "CH5Br2NOP",
  "method": "the ωB97M-V functional and the def2-TZVPD basis",
  "fmax_ev_per_a": 4.4,
  "gap_ev": 10.63,
  "smiles": "[NH3+]CP(=O)(Br)Br",
  "total_charge": 1,
  "relative_energy_kcal_mol": 3.64,
  "homo_ha": -0.566,
  "species": ["N", "C", "P", "O", "Br", "Br", "H", "H", "H", "H", "H"],
  "coordinates": [[0.11726, -0.15904, -0.67992], [0.45047, 0.01763, 0.72901], [2.28826, 0.04481, 0.93756], [2.99555, -0.07389, 2.17718], [2.65240, 1.82096, -0.38835], [2.59775, -1.78975, -0.38003], [-0.77355, 0.05792, -0.98775], [0.67142, 0.45958, -1.27546], [0.56010, -1.13884, -0.85824], [-0.03600, -0.92433, 1.29425], [0.01735, 0.83349, 1.16148]],
  "atomic_forces_ev_per_a": [[3.60, -1.42, -0.36], [-0.51, -3.98, 1.78], [-0.40, -0.38, -2.73], [0.10, 0.26, 1.14], [0.17, -0.74, 0.66], [0.44, 0.49, 0.41], [-2.98, -0.28, -0.21], [0.61, 0.30, 0.04], [-1.34, 1.22, -0.56], [1.40, 2.00, -1.08], [-1.09, 2.52, 0.91]]
}

{
  "formula": "CH5BrN",
  "method": "the ωB97M-V functional and the def2-TZVPD basis",
  "spin_multiplicity": 3,
  "fmax_ev_per_a": 4.0,
  "gap_ev": [8.91, 8.41],
  "total_charge": 1,
  "relative_energy_kcal_mol": 18.04,
  "homo_ha": [-0.482, -0.586],
  "s_squared": 2.0054,
  "species": ["C", "N", "Br", "H", "H", "H", "H", "H"],
  "coordinates": [[-0.85481, 0.44926, -0.19976], [0.17265, -0.62034, -0.08058], [-2.65461, -0.01996, 0.08542], [0.02969, 1.52944, 1.22192], [-0.85911, 0.87610, -1.18560], [0.06164, -1.27350, -0.95756], [1.01506, -0.12478, -0.27689], [0.25916, -1.29009, 0.68798]],
  "atomic_forces_ev_per_a": [[-3.03, -2.24, -1.22], [-1.16, -1.55, -3.17], [1.04, 0.07, 0.50], [0.86, 0.95, 1.35], [0.88, 0.62, -0.19], [0.17, 1.23, 1.73], [1.56, 0.22, 0.34], [-0.33, 0.69, 0.64]]
}

{
  "formula": "CH5BrN3",
  "method": "the ωB97M-V functional and the def2-TZVPD basis",
  "fmax_ev_per_a": 3.2,
  "gap_ev": 10.09,
  "smiles": "NC(=[NH2+])NBr",
  "total_charge": 1,
  "relative_energy_kcal_mol": 4.58,
  "homo_ha": -0.547,
  "species": ["N", "C", "N", "N", "Br", "H", "H", "H", "H", "H"],
  "coordinates": [[1.29395, -0.67618, -0.02108], [0.11199, -0.01589, 0.08596], [-0.07734, 1.29651, -0.14649], [-0.95523, -0.75844, 0.42283], [-2.61687, 0.05891, -0.00632], [1.26309, -1.70286, -0.22503], [2.18877, -0.08829, -0.27276], [0.72017, 1.81677, 0.00257], [-0.98218, 1.82654, -0.17253], [-0.94635, -1.75707, 0.33286]],
  "atomic_forces_ev_per_a": [[1.39, 1.74, -0.74], [-0.58, -0.57, -0.48], [-0.85, -1.10, 0.14], [-1.22, 1.38, -0.61], [0.21, -1.11, 0.45], [0.35, 1.61, 0.42], [-2.46, -1.99, 0.60], [1.89, 1.70, -0.07], [1.30, -1.33, 0.34], [-0.04, -0.35, -0.05]]
}